No. 1
The following is a DFT calculation (wB97M-V/def2-TZVPD) of a molecular structure, C9H12N2O4SSn.

Structure (ORCA input):
```
! RIJCOSX wB97M-V def2-TZVPD def2/J DEFGRID3
* xyz 2 1
Sn 0.746 0.879 0.350
O 2.840 -2.225 0.580
C 2.395 -1.173 0.606
C -1.413 2.258 -0.181
O -2.462 2.468 -0.584
C -0.308 0.269 2.709
O -0.876 -0.219 3.570
C 0.952 0.583 -2.262
O 0.919 0.298 -3.368
C -1.732 -3.366 -0.567
H -1.104 -3.717 -1.394
H -1.491 -3.760 0.427
C -2.752 -2.516 -0.765
H -3.381 -2.162 0.061
H -2.990 -2.122 -1.761
C 4.204 3.726 -2.041
N 3.324 2.822 -1.275
C 2.324 3.320 -0.503
S 2.153 2.744 1.149
N 1.494 4.279 -0.949
C 1.152 4.476 -2.372
H 4.124 4.760 -1.687
H 3.959 3.663 -3.105
H 5.241 3.399 -1.912
H 3.844 2.071 -0.810
H 0.747 4.508 -0.282
H 0.061 4.482 -2.489
H 1.531 5.449 -2.710
H 1.564 3.680 -3.001
*
```

Summary:
E_HOMO ... -14.96 eV
Energy relative to the best compared isomer or geometry (same formula, charge and spin) ... 0.0 kJ/mol
Max |F| ... 4.305 eV/Å

Partial charges, Löwdin, in e: 0.8582, 0.1559, -0.0448, -0.0587, 0.1581, -0.0340, 0.1622, -0.0575, 0.1574, -0.0867, 0.0505, 0.0501, -0.0870, 0.0494, 0.0496, -0.0225, -0.0258, -0.7944, 0.6373, 0.0104, -0.0187, 0.1106, 0.0956, 0.1106, 0.1324, 0.1393, 0.1032, 0.1121, 0.0870

---

No. 2
The following is a DFT calculation (wB97M-V/def2-TZVPD) of a molecular structure, C9H12N3.

Structure (ORCA input):
```
! RIJCOSX wB97M-V def2-TZVPD def2/J DEFGRID3
* xyz 1 1
C -3.358 0.497 0.177
C -3.089 -0.832 0.455
C -2.384 1.112 -0.488
C -1.935 -1.550 0.298
C -1.084 0.652 -0.815
C -0.865 -0.832 -0.405
C -0.023 1.494 0.210
C 1.686 -0.134 -0.102
C 4.041 0.057 0.310
N 1.218 0.933 0.202
N 0.356 -1.379 -0.608
N 2.856 -0.673 -0.246
H -4.313 0.968 0.396
H -3.979 -1.392 0.819
H -2.518 2.240 -0.766
H -1.778 -2.517 0.826
H -0.812 0.858 -1.785
H -0.525 1.510 1.234
H -0.010 2.436 -0.288
H 4.307 -0.555 1.106
H 4.963 0.088 -0.442
H 3.748 1.043 0.732
H 0.530 -2.314 -0.335
H 2.970 -1.708 -0.486
*
```

Summary:
E_HOMO ... -12.77 eV
Energy relative to the best compared isomer or geometry (same formula, charge and spin) ... 293.0 kJ/mol
Max |F| ... 5.292 eV/Å

Partial charges, Löwdin, in e: -0.0606, -0.0572, -0.0781, 0.0119, -0.1571, -0.1664, -0.0864, -0.2394, -0.0237, 0.1134, 0.1635, 0.0141, 0.1320, 0.1377, 0.1730, 0.1346, 0.1339, 0.1639, 0.1180, 0.0519, 0.1403, 0.0994, 0.0887, 0.1925

---

No. 3
The following is a DFT calculation (wB97M-V/def2-TZVPD) of a gas-phase ion, C9H12N3O2 (charge +1).

Structure (ORCA input):
```
! RIJCOSX wB97M-V def2-TZVPD def2/J DEFGRID3
* xyz 1 1
C -4.526 -1.329 -1.456
C -3.187 -1.102 -0.933
C -2.080 -0.689 -0.677
C -0.770 -0.278 -0.357
C -0.262 -0.274 0.825
C 1.071 0.268 1.132
N 1.521 0.463 2.565
C 1.936 0.560 0.110
N 3.052 1.368 0.287
C 1.496 0.266 -1.287
N 2.293 -0.918 -1.717
O 1.781 -1.949 -1.979
O 3.497 -0.747 -1.684
C -0.006 0.212 -1.542
H -4.678 -1.979 -2.317
H -5.197 -1.724 -0.741
H -4.732 -0.173 -1.705
H -0.840 -0.716 1.582
H 1.160 1.311 2.897
H 2.425 0.170 2.679
H 0.936 -0.121 3.144
H 3.618 1.465 1.066
H 3.668 1.458 -0.654
H 1.958 1.066 -2.069
H -0.188 -0.455 -2.309
H -0.396 1.149 -1.761
*
```

Summary:
E_HOMO ... -11.45 eV
Energy relative to the best compared isomer or geometry (same formula, charge and spin) ... 494.9 kJ/mol
Structure (SMILES) ... CC#CC1=CC([NH3+])=C(N)[C@@H]([N+](=O)[O-])C1
Max |F| ... 5.961 eV/Å

Partial charges, Löwdin, in e: -0.0778, -0.0418, 0.0184, -0.2576, -0.0058, -0.1116, 0.2933, -0.2179, 0.1335, -0.1336, -0.3801, 0.1605, 0.0763, -0.0426, 0.0839, 0.0574, 0.1472, 0.1174, 0.1611, 0.1353, 0.1722, 0.0642, 0.1852, 0.2199, 0.1152, 0.1280

---

No. 4
The following is a DFT calculation (wB97M-V/def2-TZVPD) of a molecular structure, C9H12NO2S.

Structure (ORCA input):
```
! RIJCOSX wB97M-V def2-TZVPD def2/J DEFGRID3
* xyz 1 1
C -0.138 2.372 0.568
C 1.105 1.858 0.603
C -1.067 1.234 0.441
C -0.303 0.146 0.411
C -1.069 -1.123 -0.062
C 2.907 0.043 -0.900
C 3.225 -0.041 0.547
C -2.493 -0.714 -0.487
C -3.706 -1.519 -0.040
N 1.010 0.436 0.395
O 1.746 0.654 -1.189
O 1.884 -0.391 0.973
S -2.717 1.014 0.124
H -0.403 3.457 0.648
H 2.107 2.273 0.762
H -0.548 -1.446 -0.946
H -0.982 -1.924 0.583
H 3.837 0.612 -1.424
H 2.902 -0.961 -1.175
H 3.836 -0.986 0.710
H 3.594 0.769 0.988
H -2.749 -0.554 -1.534
H -3.808 -1.411 1.012
H -3.546 -2.605 -0.416
H -4.626 -1.192 -0.590
*
```

Summary:
E_HOMO (spin up / spin down) ... -12.36 / -12.36 eV
Energy relative to the best compared isomer or geometry (same formula, charge and spin) ... 504.7 kJ/mol
Max |F| ... 5.233 eV/Å

Partial charges, Löwdin, in e: 0.0434, 0.0318, -0.4510, -0.2162, -0.0520, -0.2567, -0.0650, -0.5363, -0.1179, -0.1050, 0.0359, 0.0649, 1.1169, 0.1508, 0.1602, 0.1233, 0.0993, 0.2118, 0.1060, 0.1837, 0.0803, 0.1052, 0.0612, 0.1268, 0.0985

---

No. 5
The following is a DFT calculation (wB97M-V/def2-TZVPD) of a molecular structure, C9H12O4.

Structure (ORCA input):
```
! RIJCOSX wB97M-V def2-TZVPD def2/J DEFGRID3
* xyz 0 1
C -0.701 2.879 -1.012
C -1.067 1.036 0.318
C -2.149 0.165 0.449
C -2.148 -1.145 0.226
C -1.010 -1.680 -0.206
C 0.086 -1.063 0.063
C 2.240 -1.610 -0.994
C 0.174 0.255 0.221
C 1.919 0.233 1.715
H -1.528 2.568 -1.720
H -0.609 3.999 -0.754
H 0.548 2.726 -1.523
H -3.197 0.577 0.566
H -4.230 -1.094 -0.131
H -1.049 -2.697 -0.453
H 3.288 -2.069 -0.707
H 2.651 -0.783 -1.231
H 1.955 -2.028 -1.931
H 1.417 0.531 2.619
H 1.770 -0.955 1.593
H 3.033 0.590 1.760
O -0.672 2.296 0.386
O -3.406 -1.769 0.381
O 1.219 -1.822 -0.005
O 1.465 0.861 0.371
*
```

Summary:
E_HOMO ... -8.41 eV
Energy relative to the best compared isomer or geometry (same formula, charge and spin) ... 740.3 kJ/mol
Max |F| ... 7.379 eV/Å

Partial charges, Löwdin, in e: -0.0269, -0.2337, 0.0154, -0.3477, 0.0341, -0.3090, -0.0424, -0.1524, -0.0046, 0.0943, 0.0898, 0.1751, 0.1429, 0.2404, 0.1420, 0.1411, 0.0015, 0.0846, 0.0667, 0.1301, 0.1146, -0.1029, -0.0493, -0.0988, -0.1051

---

No. 6
The following is a DFT calculation (wB97M-V/def2-TZVPD) of a single C9H12O4 molecule.

Structure (ORCA input):
```
! RIJCOSX wB97M-V def2-TZVPD def2/J DEFGRID3
* xyz 0 1
C 3.533 -0.473 -0.923
C 2.629 -0.067 0.232
C 1.125 -0.159 -0.098
C 0.321 0.852 0.862
C -1.096 0.985 0.461
O -1.759 1.664 1.445
C -1.777 -0.477 0.305
C -2.159 -1.612 0.368
C -2.911 -2.816 0.499
O -2.982 -3.648 -0.373
O -1.142 1.637 -0.836
C -2.289 1.806 -1.440
O -3.343 1.609 -0.890
H 3.213 0.194 -1.810
H 3.469 -1.593 -1.138
H 4.544 -0.352 -0.566
H 2.928 -0.741 1.005
H 2.958 0.841 0.635
H 0.872 0.120 -1.158
H 0.830 -1.086 0.181
H 0.795 1.866 1.177
H 0.262 0.409 1.822
H -2.693 1.857 1.127
H -3.143 -2.847 1.608
H -2.184 2.032 -2.498
*
```

Summary:
E_HOMO ... -10.55 eV
Energy relative to the best compared isomer or geometry (same formula, charge and spin) ... 338.8 kJ/mol
Structure (SMILES) ... CCCC[C@](O)(C#CC=O)OC=O
Max |F| ... 5.123 eV/Å

Partial charges, Löwdin, in e: -0.1237, -0.2857, -0.1317, -0.0940, -0.5212, 0.0511, 0.1500, 0.0311, -0.2900, 0.0722, 0.0533, -0.3243, 0.0796, 0.1005, 0.0940, 0.0549, 0.0973, 0.0815, 0.1305, 0.0639, 0.1687, 0.1123, 0.1408, 0.1362, 0.1528

---

No. 7
The following is a DFT calculation (wB97M-V/def2-TZVPD) of 2 unconnected molecules or ions with the total composition C9H12S.

Structure (ORCA input):
```
! RIJCOSX wB97M-V def2-TZVPD def2/J DEFGRID3
* xyz 0 1
C 1.286 1.234 -2.864
C 0.247 1.730 -2.030
C 1.821 0.001 -2.671
C -0.385 0.928 -1.097
C 1.074 -0.885 -1.849
C -0.014 -0.421 -1.104
C -2.327 -1.465 -0.920
C -0.789 -0.568 1.908
C 0.077 0.364 2.688
S -0.852 -1.695 -0.265
H 1.865 1.873 -3.603
H -0.176 2.707 -2.035
H 2.831 -0.150 -3.048
H -1.092 1.398 -0.431
H 1.487 -1.756 -1.571
H -3.011 -2.106 -0.383
H -2.810 -0.573 -1.197
H -1.712 -0.215 1.767
H -0.702 -1.595 2.344
H 1.119 0.392 2.399
H -0.275 1.387 2.455
H -0.004 0.011 3.714
*
```

Summary:
E_HOMO (spin up / spin down) ... -6.89 / -7.05 eV
Energy relative to the best compared isomer or geometry (same formula, charge and spin) ... 276.9 kJ/mol
Max |F| ... 5.045 eV/Å

Partial charges, Löwdin, in e: -0.0977, -0.0671, -0.0820, -0.0853, -0.0816, -0.4983, -0.3965, -0.2256, -0.1782, 1.0018, 0.1230, 0.0936, 0.1103, 0.1157, 0.0560, -0.0117, -0.0023, -0.0159, 0.0453, 0.0587, 0.0707, 0.0672

---

No. 8
The following is a DFT calculation (wB97M-V/def2-TZVPD) of a molecular structure, C9H12S2.

Structure (ORCA input):
```
! RIJCOSX wB97M-V def2-TZVPD def2/J DEFGRID3
* xyz 0 1
C 0.608 1.643 -0.856
C -0.389 1.363 -0.035
C 2.007 1.225 -0.304
C 2.107 -0.352 -0.434
C 1.096 -1.207 0.489
C -0.460 0.521 1.160
C -0.379 -0.907 0.668
C -1.250 -0.672 -0.531
C -1.706 0.700 -0.309
S -2.599 -1.871 -0.552
S -3.188 1.209 0.401
H 0.584 2.180 -1.847
H 2.815 1.554 -0.954
H 2.210 1.548 0.790
H 1.997 -0.686 -1.472
H 3.119 -0.780 -0.121
H 1.298 -2.180 0.053
H 1.401 -1.154 1.574
H -0.880 1.004 2.061
H -0.713 -1.601 1.410
H -0.781 -0.753 -1.591
H -3.529 -1.018 -0.883
H -3.369 0.233 1.284
*
```

Summary:
E_HOMO ... -7.81 eV
Energy relative to the best compared isomer or geometry (same formula, charge and spin) ... 498.6 kJ/mol
Max |F| ... 4.566 eV/Å

Partial charges, Löwdin, in e: -0.0203, -0.2825, -0.1702, -0.1684, -0.1502, -0.0169, -0.3592, -0.6729, -0.6122, 0.7739, 0.7795, 0.1335, 0.0840, 0.1392, 0.0968, 0.1183, 0.1012, 0.1303, 0.1375, 0.1250, 0.1408, -0.1802, -0.1269

---

No. 9
The following is a DFT calculation (wB97M-V/def2-TZVPD) of a single C9H13BrN5OP molecule.

Structure (ORCA input):
```
! RIJCOSX wB97M-V def2-TZVPD def2/J DEFGRID3
* xyz 0 1
C 1.004 4.872 -0.941
C 0.688 3.378 -1.129
N -0.303 3.134 -1.956
C -0.848 1.932 -1.976
N -0.250 0.921 -1.385
C 0.783 1.154 -0.731
N 1.456 0.072 -0.208
P 0.784 -0.639 1.068
O -0.297 0.141 1.627
N 0.143 -2.076 0.355
C -1.044 -1.796 -0.425
C -1.159 -2.609 0.942
N 2.072 -1.066 2.172
C 2.115 -0.240 3.393
C 1.439 -1.661 3.316
C 1.343 2.383 -0.471
Br 3.062 2.521 0.553
H 2.073 5.066 -0.753
H 0.531 5.244 -0.001
H 0.562 5.491 -1.699
H -1.854 1.745 -2.418
H 2.417 0.199 -0.102
H -1.649 -0.855 -0.387
H -1.254 -2.306 -1.358
H -1.587 -2.137 1.859
H -1.161 -3.661 0.962
H 1.303 0.546 3.554
H 2.900 -0.202 4.134
H 2.133 -2.091 4.009
H 0.472 -1.586 3.870
*
```

Summary:
E_HOMO ... -9.42 eV
Structure (SMILES) ... Cc1ncnc(NP(=O)(N2CC2)N2CC2)c1Br
Max |F| ... 4.757 eV/Å

Partial charges, Löwdin, in e: -0.0324, -0.3494, 0.1231, -0.1364, 0.1577, -0.4785, -0.0286, 0.5148, -0.2631, -0.1638, -0.1890, -0.1005, -0.1299, -0.1725, -0.2153, -0.4130, 0.7402, 0.0575, 0.0960, 0.0662, 0.1351, 0.0249, 0.0927, 0.0900, 0.0994, 0.0623, 0.1143, 0.0929, 0.0794, 0.1258

---

No. 10
The following is a DFT calculation (wB97M-V/def2-TZVPD) of 5 unconnected molecules or ions with the total composition C9H13Cl3N4.

Structure (ORCA input):
```
! RIJCOSX wB97M-V def2-TZVPD def2/J DEFGRID3
* xyz 0 1
Cl -0.140 0.848 -0.727
C 0.462 -0.184 0.539
Cl 1.287 0.834 1.720
Cl 1.521 -1.354 -0.262
H -0.407 -0.671 0.982
C 1.910 3.880 -0.114
C 1.162 4.927 -0.779
N 0.552 5.751 -1.288
H 1.442 3.668 0.847
H 2.885 4.324 0.087
H 2.075 3.000 -0.735
C 1.664 -4.161 -1.915
C 2.157 -3.408 -3.066
N 2.615 -2.851 -3.921
H 2.465 -4.049 -1.184
H 1.452 -5.210 -2.118
H 0.720 -3.695 -1.631
C -0.176 -0.542 5.278
C -0.953 -0.912 4.126
N -1.579 -1.231 3.156
H 0.470 0.310 5.067
H 0.420 -1.425 5.510
H -0.883 -0.324 6.079
C -3.125 0.757 -2.657
C -4.209 -0.229 -2.587
N -5.124 -1.032 -2.520
H -2.477 0.635 -3.524
H -2.535 0.634 -1.749
H -3.649 1.712 -2.615
*
```

Summary:
E_HOMO ... -11.19 eV
Energy relative to the best compared isomer or geometry (same formula, charge and spin) ... 79.8 kJ/mol
Structure (SMILES) ... ClC(Cl)Cl.CC#N.CC#N.CC#N.CC#N
Max |F| ... 7.290 eV/Å

Partial charges, Löwdin, in e: 0.5769, -1.5161, 0.5480, 0.5774, -0.0094, -0.1029, -0.2955, 0.1275, 0.0561, 0.0839, 0.0637, -0.1068, -0.3229, 0.1369, 0.0712, 0.0842, 0.0541, -0.0744, -0.2723, 0.1291, 0.0801, 0.0907, 0.0902, -0.0950, -0.2567, 0.1002, 0.0871, 0.0088, 0.0862

---

No. 11
The following is a DFT calculation (wB97M-V/def2-TZVPD) of 2 unconnected molecules or ions with the total composition C9H13ClN.

Structure (ORCA input):
```
! RIJCOSX wB97M-V def2-TZVPD def2/J DEFGRID3
* xyz 1 1
C -1.207 -1.089 -0.768
C -0.174 -1.947 -0.418
C 0.039 0.803 -0.052
C -1.073 0.338 -0.608
C 1.994 -2.602 0.084
C 1.165 0.086 0.238
C 1.160 -1.496 -0.017
C -2.140 1.171 -1.062
C 2.617 2.067 0.828
N 2.311 0.593 0.653
Cl -5.331 -0.284 1.099
H -2.122 -1.366 -1.193
H -0.107 -2.990 -0.792
H 0.290 1.888 -0.063
H 1.777 -3.675 -0.299
H 3.018 -2.516 0.395
H -2.963 0.949 -0.468
H -2.325 1.071 -2.084
H -1.892 2.176 -1.013
H 3.760 2.155 1.095
H 2.280 2.754 -0.029
H 2.128 2.366 1.731
H -6.314 -0.312 1.972
H 3.111 -0.139 0.771
*
```

Summary:
E_HOMO (spin up / spin down) ... -12.68 / -12.68 eV
Energy relative to the best compared isomer or geometry (same formula, charge and spin) ... 46.0 kJ/mol
Max |F| ... 5.215 eV/Å

Partial charges, Löwdin, in e: 0.0218, -0.0151, -0.0041, -0.2342, 0.1467, -0.1500, -0.1253, 0.0031, -0.0276, 0.0278, 0.2305, 0.1066, 0.1220, 0.1357, 0.1307, 0.0597, 0.0694, 0.1039, 0.0826, 0.1325, 0.1171, 0.0733, -0.2041, 0.1969

---

No. 12
The following is a DFT calculation (wB97M-V/def2-TZVPD) of 2 unconnected molecules or ions with the total composition C9H13ClO.

Structure (ORCA input):
```
! RIJCOSX wB97M-V def2-TZVPD def2/J DEFGRID3
* xyz 0 1
Cl 0.583 0.144 -2.459
C 0.872 0.634 -0.813
C 0.399 1.785 -0.378
C 0.681 2.291 1.001
C 1.520 1.347 1.801
C 1.991 0.203 1.338
C 1.750 -0.301 -0.051
H -0.222 2.404 -1.008
H 1.189 3.262 0.928
H -0.267 2.478 1.522
H 1.735 1.652 2.815
H 2.593 -0.437 1.968
H 2.707 -0.418 -0.575
H 1.289 -1.294 -0.012
C -1.413 -0.926 0.789
C -1.738 -1.005 -0.494
C -1.656 -2.269 -1.297
O -2.260 0.082 -1.136
H -1.041 -1.779 1.322
H -1.508 -0.004 1.333
H -2.656 -2.575 -1.607
H -1.052 -2.115 -2.193
H -1.216 -3.069 -0.710
H -2.279 -0.090 -2.084
*
```

Summary:
E_HOMO ... -8.56 eV
Energy relative to the best compared isomer or geometry (same formula, charge and spin) ... 0.0 kJ/mol
Structure (SMILES) ... ClC1=CCC=CC1.C=C(C)O
Max |F| ... 0.480 eV/Å

Partial charges, Löwdin, in e: 0.7108, -0.6735, -0.1282, -0.1818, -0.1049, -0.0985, -0.2163, 0.1090, 0.1178, 0.1152, 0.1008, 0.1026, 0.1170, 0.1060, 0.0417, -0.5044, -0.0497, -0.0002, 0.0645, 0.0659, 0.0862, 0.0509, 0.0816, 0.0877

---

Repeat the second record exactly.
The following is a DFT calculation (wB97M-V/def2-TZVPD) of a molecular structure, C9H12N3.

Structure (ORCA input):
```
! RIJCOSX wB97M-V def2-TZVPD def2/J DEFGRID3
* xyz 1 1
C -3.358 0.497 0.177
C -3.089 -0.832 0.455
C -2.384 1.112 -0.488
C -1.935 -1.550 0.298
C -1.084 0.652 -0.815
C -0.865 -0.832 -0.405
C -0.023 1.494 0.210
C 1.686 -0.134 -0.102
C 4.041 0.057 0.310
N 1.218 0.933 0.202
N 0.356 -1.379 -0.608
N 2.856 -0.673 -0.246
H -4.313 0.968 0.396
H -3.979 -1.392 0.819
H -2.518 2.240 -0.766
H -1.778 -2.517 0.826
H -0.812 0.858 -1.785
H -0.525 1.510 1.234
H -0.010 2.436 -0.288
H 4.307 -0.555 1.106
H 4.963 0.088 -0.442
H 3.748 1.043 0.732
H 0.530 -2.314 -0.335
H 2.970 -1.708 -0.486
*
```

Summary:
E_HOMO ... -12.77 eV
Energy relative to the best compared isomer or geometry (same formula, charge and spin) ... 293.0 kJ/mol
Max |F| ... 5.292 eV/Å

Partial charges, Löwdin, in e: -0.0606, -0.0572, -0.0781, 0.0119, -0.1571, -0.1664, -0.0864, -0.2394, -0.0237, 0.1134, 0.1635, 0.0141, 0.1320, 0.1377, 0.1730, 0.1346, 0.1339, 0.1639, 0.1180, 0.0519, 0.1403, 0.0994, 0.0887, 0.1925